{
  "formula": "C14H28O28S7",
  "method": "the ωB97M-V functional and the def2-TZVPD basis",
  "orbital_gap_ev": 10.778,
  "elements": ["C", "C", "S", "O", "H", "O", "C", "C", "C", "H", "H", "C", "H", "O", "S", "H", "H", "H", "O", "O", "O", "H", "H", "H", "C", "O", "O", "H", "H", "H", "O", "H", "H", "H", "C", "O", "O", "H", "O", "O", "O", "O", "S", "S", "O", "H", "H", "C", "H", "O", "S", "O", "C", "H", "H", "O", "H", "O", "O", "H", "O", "S", "C", "H", "O", "H", "O", "C", "H", "O", "C", "S", "H", "C", "O", "O", "O"],
  "positions_angstrom": [[18.4379, -0.4144, 9.0639], [8.1976, -0.3889, 0.4101], [11.9506, -0.8234, 3.3475], [12.7981, 2.8630, 10.2457], [8.1037, -4.9958, 1.6712], [16.0451, 4.3628, 7.6521], [16.9003, 3.8209, 8.6846], [14.3574, 3.2956, 2.6326], [10.2705, -4.9265, 1.5884], [13.4961, 3.9256, 2.4022], [13.9740, 2.4367, 0.5992], [14.0411, -0.0706, 4.4763], [18.5277, -0.1572, 10.1168], [16.8535, 4.3741, 5.3468], [11.6014, 3.6627, 10.9360], [10.8638, 1.9194, 8.4027], [18.6984, 4.0315, 7.4867], [12.7122, 1.5501, 4.8252], [6.2255, 0.1574, 1.5305], [15.2523, -0.6460, 7.3788], [7.2581, 0.1797, -0.5099], [9.0997, 0.2152, 0.4401], [8.4938, -1.3460, -0.0226], [10.3320, 0.8447, 9.6371], [14.6675, 2.3658, 1.4275], [13.5131, -0.4616, 3.2095], [17.2543, 0.1684, 8.5345], [18.6951, 2.5896, 8.4701], [19.0360, -2.1275, 7.8783], [12.9587, 1.0480, 9.1764], [11.6967, 4.9955, 10.4872], [13.0058, 0.6584, 6.2759], [7.9355, -0.0087, 2.6106], [12.3070, 0.9409, 10.8670], [7.4685, -0.5404, 1.7895], [17.4211, -0.7108, 6.2078], [8.9698, -6.6227, -0.7645], [8.7523, -5.5204, 3.1694], [17.0557, -2.0937, 8.1947], [11.8027, -2.2186, 3.2272], [15.1053, 2.7642, 5.9643], [5.3851, -1.3824, -0.2097], [16.7526, 3.4040, 2.1749], [9.7741, -7.0340, 0.3302], [17.1136, 2.3271, 3.0299], [18.5253, -2.6071, 9.5604], [14.7860, 0.7075, 4.3067], [8.9591, -5.5254, 2.1022], [19.3233, 0.0122, 8.5845], [15.9389, 2.8016, 0.9378], [5.7829, -0.0466, 0.0424], [10.8112, -5.8660, 0.6404], [12.8725, 0.5356, 5.2061], [7.1883, -1.5477, 2.0875], [17.1328, 4.5317, 9.4703], [17.7124, 4.3199, 1.7172], [14.7600, 1.3415, 1.7886], [4.9459, 1.0129, -0.3425], [8.9627, -6.8932, 1.6899], [10.1081, -4.0289, 0.9919], [11.1933, 0.0368, 2.5060], [16.6581, -0.7944, 7.3928], [10.9359, 1.7382, 9.4787], [14.5176, -0.8851, 5.0169], [11.7718, -0.3054, 4.8449], [16.3226, 3.0008, 9.1210], [15.4878, 4.1862, 2.7259], [18.0502, 3.2545, 7.9010], [10.9999, -4.6778, 2.3546], [11.5259, 3.3848, 12.3181], [12.3854, 1.5377, 9.9556], [16.2501, 3.5324, 6.3002], [14.1630, 2.9114, 3.6310], [18.3877, -1.9284, 8.7297], [10.4475, 2.9202, 10.1142], [17.3677, 2.5353, 6.8790], [10.4196, -8.2801, 0.3404]],
  "forces_ev_per_a": [[1.2, 0.0, 0.1], [0.4, -1.1, 0.0], [0.8, 1.3, -0.1], [0.8, -0.1, 0.1], [0.1, -0.2, -0.3], [-0.2, 0.1, -0.2], [-0.6, -0.8, 0.3], [-0.7, 1.3, -0.4], [0.2, 0.7, -0.5], [0.2, 0.1, -0.1], [-0.2, 0.1, 0.1], [1.0, 0.8, 0.6], [-0.5, -0.2, 0.1], [0.0, 0.6, -0.4], [0.2, 0.3, -1.0], [0.3, 0.2, 0.0], [-0.2, 0.0, -0.2], [-0.3, -0.1, -0.1], [-0.4, 0.0, 1.2], [-0.3, 0.0, 0.0], [0.0, 0.3, -0.2], [-0.3, 0.4, 0.1], [0.0, -0.2, 0.3], [-0.2, 0.3, 0.6], [0.3, -0.6, 0.9], [-0.8, -0.2, -0.1], [-0.3, 0.3, -0.3], [-0.3, -0.3, 0.0], [0.4, -0.2, 0.4], [0.5, 0.3, 0.2], [-0.1, 0.4, 0.0], [-0.2, -0.7, 0.1], [0.2, 0.0, -0.1], [0.6, 0.0, 0.0], [-0.6, 0.6, -0.9], [0.2, 0.1, -0.4], [-0.2, 0.0, -0.1], [0.7, 0.0, 0.1], [-0.5, -0.8, 0.1], [-0.4, -0.8, 0.4], [-0.3, -0.1, 0.2], [0.1, -0.6, 0.2], [-0.7, -0.3, -0.3], [-0.3, 0.8, 0.1], [-0.1, -0.1, 0.3], [-0.1, 0.0, 0.0], [0.1, -0.2, -0.1], [-1.0, 0.3, -0.1], [-0.2, 0.1, -0.1], [0.4, 0.0, -0.2], [0.6, 0.0, -0.3], [0.2, -0.5, 0.5], [0.3, 0.9, -0.4], [0.4, -0.2, -0.2], [0.0, 0.5, -0.4], [0.4, 0.4, -0.2], [-0.1, -0.1, -0.3], [-0.2, 0.7, -0.1], [0.0, 0.0, 0.0], [-0.3, 0.2, 0.3], [-0.1, 0.0, -0.3], [0.4, 0.1, 1.3], [0.1, -0.4, -1.3], [-0.2, -0.3, -0.2], [-0.3, -0.7, 0.2], [0.2, 0.0, 0.2], [0.1, -0.1, 0.3], [0.7, 0.2, 0.6], [0.1, -0.4, 0.0], [-0.1, -0.5, 0.4], [-1.8, -0.2, 0.2], [0.9, -0.2, 0.3], [0.3, -0.8, -0.2], [-0.5, 0.7, -1.0], [-0.1, -0.3, 0.7], [-0.3, 0.0, -0.4], [0.4, -0.7, -0.1]]
}

{
  "formula": "C52H117N7O9",
  "method": "the ωB97M-V functional and the def2-TZVPD basis",
  "orbital_gap_ev": 5.787,
  "elements": ["H", "H", "C", "H", "H", "H", "H", "H", "H", "C", "H", "C", "H", "H", "H", "H", "H", "C", "H", "C", "H", "C", "H", "H", "C", "H", "O", "C", "H", "H", "H", "H", "C", "C", "C", "O", "H", "H", "C", "C", "C", "H", "O", "C", "H", "O", "C", "H", "H", "H", "H", "H", "C", "H", "C", "C", "C", "N", "H", "H", "H", "H", "H", "C", "H", "H", "H", "H", "C", "H", "C", "H", "H", "C", "H", "H", "H", "H", "H", "N", "H", "C", "H", "C", "H", "H", "H", "C", "C", "H", "H", "H", "H", "H", "N", "C", "H", "H", "H", "C", "C", "N", "H", "C", "H", "N", "H", "H", "H", "C", "O", "H", "H", "H", "H", "H", "H", "O", "H", "H", "H", "C", "C", "H", "H", "C", "C", "H", "C", "H", "H", "N", "H", "C", "H", "H", "H", "H", "H", "H", "H", "H", "O", "C", "C", "C", "H", "H", "O", "H", "H", "N", "H", "H", "C", "C", "C", "H", "C", "H", "C", "C", "H", "C", "H", "H", "H", "H", "O", "H", "H", "C", "H", "C", "H", "H", "H", "C", "H", "H", "H", "H", "H", "H", "H"],
  "positions_angstrom": [[-9.1607, 5.4886, -0.1145], [-9.0941, 12.8806, -1.2653], [-11.3842, 5.8014, -1.8805], [-12.3395, 11.8590, 0.9163], [-12.2907, 14.6212, -4.1956], [-9.3031, 13.5143, 1.8073], [-8.4629, 7.4950, -2.1316], [-8.8206, 17.0095, 2.4472], [-10.8245, 12.6775, -3.2710], [-10.0992, 9.2883, -1.2170], [-10.8008, 14.9812, -7.1533], [-11.4734, 13.9876, -4.5403], [-10.0439, 4.1773, -2.0707], [-12.2448, 15.7981, -7.4055], [-13.8197, 11.3859, -4.6302], [-14.2076, 14.3450, -1.3977], [-7.7013, 14.7859, -2.5665], [-10.2947, 7.8279, 0.7787], [-11.3665, 10.6920, -5.5306], [-8.2654, 15.4982, -1.9645], [-10.3616, 6.7791, 1.0680], [-7.7223, 12.0037, -0.6692], [-9.4943, 8.3627, 1.2901], [-9.9280, 15.6784, 1.9372], [-7.1605, 11.9224, 2.6305], [-13.0750, 5.3594, -0.6315], [-15.2487, 9.6698, -2.1319], [-9.5943, 9.5375, -6.1625], [-4.1130, 13.5904, -0.9660], [-9.3722, 18.9411, 1.1471], [-15.0106, 11.2703, -3.5373], [-9.5187, 10.6235, -6.2189], [-14.7086, 10.3768, -1.0281], [-9.5676, 14.9482, -1.3469], [-7.2689, 16.0543, -0.9691], [-12.3135, 13.5498, -1.2902], [-4.7167, 14.4572, 1.9909], [-12.2567, 6.7932, -3.5909], [-13.2515, 14.3141, -1.9203], [-9.9770, 18.2380, 0.5744], [-12.1076, 4.8804, -0.7830], [-9.2500, 10.8966, -1.3975], [-14.1429, 14.1183, -6.0666], [-8.8666, 7.2585, -1.1471], [-7.2371, 17.4073, 0.6646], [-4.6490, 13.4996, 1.9803], [-13.3152, 9.8685, -3.7193], [-3.1115, 12.6214, 0.0664], [-11.8659, 7.9154, -5.9094], [-11.8888, 11.6650, -8.2345], [-6.9213, 15.3639, -0.2006], [-8.5960, 9.1988, -5.8858], [-12.1953, 12.7737, -5.2593], [-8.1820, 7.6226, -0.3811], [-7.3981, 14.5555, 2.2238], [-10.2116, 7.8845, -0.6946], [-7.9943, 13.0775, 0.3607], [-12.5361, 11.7864, -1.4434], [-15.4638, 9.7723, -4.1792], [-10.5152, 14.7748, 2.1488], [-13.0049, 13.5790, -9.7921], [-11.0453, 15.4416, -3.0386], [-10.8631, 13.7587, -3.6667], [-10.2030, 13.7549, 2.3733], [-7.9526, 18.1462, -0.7394], [-10.0010, 14.0348, -3.2513], [-11.0117, 18.1833, 0.9126], [-7.3483, 15.3693, 1.5004], [-9.2996, 16.8923, 0.4120], [-10.8948, 11.8038, 2.5016], [-9.9660, 5.2632, -2.1249], [-8.0301, 14.0249, -0.1770], [-4.3186, 9.9289, -0.0026], [-9.1244, 12.3201, 5.6533], [-7.9009, 5.4294, -1.4095], [-12.9916, 14.0812, 0.5956], [-10.1936, 11.1288, -3.7068], [-10.3177, 11.7346, -4.7419], [-11.4674, 14.7404, 0.0852], [-13.0164, 13.3008, -6.3802], [-10.2150, 13.3181, 0.0494], [-10.0937, 11.4104, -0.9368], [-5.7825, 10.1544, 0.8183], [-11.0313, 11.7286, -5.5659], [-9.9121, 9.1102, -7.1136], [-10.9392, 9.9065, -0.9002], [-9.6631, 11.4326, -7.1766], [-3.9299, 12.5631, -0.6511], [-10.5496, 14.6235, -2.5160], [-14.5739, 11.4445, -1.2014], [-8.3585, 12.1613, -1.5401], [-8.4872, 10.4698, 1.0076], [-6.0512, 12.9197, -1.9000], [-10.4078, 7.1865, -5.1419], [-10.1309, 16.1374, -0.6151], [-12.3498, 13.5943, -7.6242], [-11.6743, 4.9093, 0.2168], [-11.3066, 7.9383, -2.8875], [-8.1658, 12.8123, 5.8175], [-10.3476, 12.1935, -6.8015], [-13.1407, 12.1316, -4.2168], [-11.2835, 7.2644, -1.4738], [-10.6575, 12.1249, 0.2314], [-12.0776, 13.8377, 0.0538], [-9.2280, 9.7707, -0.7739], [-13.2663, 8.4348, -3.6338], [-12.5774, 11.5975, -3.4516], [-10.6472, 12.7685, -8.7855], [-12.1704, 12.6364, -1.0386], [-13.4477, 13.5002, -8.7993], [-10.6168, 9.3250, -5.1789], [-13.0323, 6.0921, -3.3433], [-12.6236, 10.2223, -2.9546], [-11.7929, 11.3819, -4.0798], [-11.7218, 15.0507, -8.8484], [-6.7809, 14.7480, 3.1014], [-11.7778, 16.1032, -1.1117], [-10.5112, 11.0002, 0.3988], [-8.7300, 14.3705, 3.8880], [-13.7761, 12.9584, -3.8994], [-10.3154, 14.2260, 4.4389], [-5.1824, 12.0971, -0.0461], [-9.3903, 13.6676, -0.5717], [-12.4959, 8.5968, -2.0775], [-11.5456, 6.2232, -4.0640], [-12.0440, 5.6352, -3.2934], [-6.9638, 13.1508, 1.5550], [-7.9977, 12.2946, 3.2209], [-11.3190, 11.1313, -1.8389], [-8.7152, 13.7432, 0.2807], [-11.2918, 13.8875, -2.2068], [-5.6036, 13.1442, 0.9847], [-14.0357, 14.4084, -8.6671], [-9.5534, 10.3707, 1.2113], [-13.2822, 13.8813, -2.9202], [-12.2815, 3.8721, -1.1587], [-8.5339, 16.2468, -2.7098], [-8.0833, 15.5861, 1.6562], [-15.5012, 10.2469, -0.2912], [-4.3118, 10.7291, 1.4653], [-8.4445, 14.6410, 2.5165], [-9.7122, 13.0537, -6.5907], [-12.4699, 7.9344, -1.3832], [-4.8788, 10.6939, 0.5350], [-11.5108, 12.5496, 0.7603], [-11.0760, 11.6171, -3.2932], [-6.1023, 11.1643, -1.7360], [-9.8615, 12.8012, 6.2962], [-11.3888, 15.9580, -0.2461], [-8.9675, 12.8564, 0.7991], [-10.1146, 18.7318, -0.3875], [-11.1207, 12.7146, 2.1281], [-7.7061, 11.1101, 2.1503], [-12.0574, 4.6060, -3.6522], [-8.9854, 16.1913, 1.7461], [-9.6045, 13.7290, 3.7788], [-14.8040, 10.2057, -3.4275], [-9.5954, 9.2901, 1.0749], [-7.9241, 17.2226, -0.1613], [-3.6910, 12.0099, -1.5594], [-11.3131, 12.5464, -7.9516], [-11.1202, 8.0112, -5.1202], [-12.8717, 11.4914, -0.5376], [-11.9568, 7.8282, -3.7553], [-6.4621, 16.5788, -1.4809], [-12.9381, 15.3575, -1.8856], [-9.9479, 12.4838, -0.8158], [-9.7606, 10.5941, 2.2578], [-9.4341, 12.4206, 4.2973], [-14.0580, 12.5971, -8.7998], [-13.5611, 8.2191, -2.6922], [-6.2231, 12.1043, -1.1975], [-11.5413, 10.0723, -1.9696], [-8.9081, 5.7490, -1.1424], [-6.3727, 11.7079, 3.3527], [-13.0011, 10.2881, -4.6750], [-8.9461, 11.2498, 5.7571], [-11.7006, 14.9250, -7.7658], [-11.2364, 8.2430, 1.1378], [-9.6021, 5.4340, -3.1381], [-14.9684, 13.6308, -6.1163], [-10.9929, 14.7532, -5.1494], [-9.9906, 9.2494, -2.3008], [-7.9523, 11.0654, -0.1643], [-13.7737, 9.9343, -0.6841]],
  "forces_ev_per_a": [[0.2, -0.7, 0.0], [0.4, 4.9, 0.0], [0.5, 0.0, 0.7], [0.2, -0.3, -0.5], [-0.2, -0.1, 0.1], [-0.7, 0.9, 0.3], [-0.5, 0.9, -0.1], [0.0, -0.1, 0.4], [-0.6, -2.7, 0.3], [1.3, -4.8, 2.1], [0.6, -0.1, -1.0], [-3.2, -0.1, -3.0], [0.0, -0.1, 0.1], [-0.7, -0.2, 0.2], [0.3, 2.6, -1.2], [-0.2, -0.6, 0.0], [-0.4, -0.8, 0.0], [-1.8, -3.0, 1.0], [-0.5, 1.1, -1.0], [0.6, -0.5, -0.2], [0.3, -0.2, 0.3], [5.2, 0.2, -0.2], [0.0, -4.2, 0.4], [1.7, 1.9, 0.3], [-1.5, 2.5, -0.9], [-0.3, -0.2, -0.1], [0.7, 0.8, -2.0], [-0.1, -0.1, 0.9], [0.2, 0.2, -0.2], [-0.1, -0.2, 0.4], [-0.2, -0.1, 1.0], [0.5, -2.0, 0.4], [-1.7, -0.6, 0.4], [-1.3, 1.0, -0.4], [-1.1, 2.4, 0.7], [-1.8, 19.4, 2.0], [0.2, 0.1, -0.1], [-0.3, 8.1, -1.4], [-1.4, 0.9, -0.3], [-0.9, 0.6, -0.4], [-0.5, 1.8, -1.1], [-1.5, 1.7, 0.3], [1.7, 1.0, 0.3], [-0.2, -0.8, 0.6], [-0.1, 0.3, 0.2], [0.1, -0.9, -0.2], [-1.5, -2.7, 0.6], [0.1, -0.4, -0.2], [0.1, -0.4, -0.6], [0.2, -0.4, 0.0], [0.5, -0.3, -0.8], [-0.1, -0.7, 0.3], [0.5, 1.7, 1.2], [0.5, -0.1, -0.2], [5.1, -5.3, 0.9], [1.6, -0.5, -2.9], [15.9, -10.0, 4.6], [-0.7, -12.4, 0.0], [0.2, -0.6, 0.0], [-1.6, -2.4, 0.5], [0.4, 0.0, 0.1], [0.7, 0.5, 0.3], [-3.3, 0.0, -4.8], [1.3, -2.0, 1.2], [0.0, -0.1, -0.3], [3.4, 1.9, 1.9], [0.2, -0.1, 0.7], [7.5, -2.8, -0.8], [0.1, 0.6, -0.8], [0.1, 0.7, 0.4], [0.7, -0.5, 0.6], [7.8, 0.5, 0.3], [0.1, 0.6, -1.0], [1.0, 0.1, -0.6], [-0.1, -0.6, 0.1], [-0.7, 0.3, -0.4], [0.8, -0.9, 2.2], [0.2, 1.1, -2.9], [-0.6, -3.0, 1.2], [0.0, -2.9, -0.2], [-0.1, 2.3, -1.0], [-3.0, -2.1, -3.3], [-0.4, 0.1, 0.0], [-1.1, 2.8, -2.9], [0.1, 0.1, -0.2], [1.7, -3.9, 0.9], [-0.3, 1.3, -0.9], [1.2, 1.7, -0.6], [3.6, 1.6, 2.5], [-0.3, -0.4, -0.3], [2.7, -1.4, -0.1], [-0.7, 0.8, 0.1], [-0.2, 0.2, 0.3], [0.6, 0.2, -0.3], [6.3, 1.2, -0.7], [-2.1, -0.1, -1.8], [0.6, -0.2, -0.3], [0.7, 0.9, -1.8], [0.3, 0.2, 0.3], [-0.5, 0.8, -2.0], [-4.3, 4.2, -2.6], [1.3, -2.9, 1.6], [-3.5, 5.3, 1.5], [-0.9, -1.2, 5.3], [0.2, -2.8, -0.2], [-0.5, 0.3, -2.1], [-4.9, 2.7, 0.4], [-0.6, 0.6, -0.3], [0.5, -7.8, 0.0], [0.7, 0.8, 0.9], [2.1, -2.4, 0.4], [-1.7, -2.3, 0.6], [-1.1, -0.1, -0.4], [4.1, -1.3, 1.8], [1.4, 0.5, 0.0], [0.3, 0.3, 0.0], [-1.2, 0.4, 0.1], [6.5, -10.8, 0.6], [-0.1, -0.7, 0.5], [-0.3, -0.6, -0.1], [-0.5, 0.1, 0.3], [-0.3, -0.1, 1.0], [-11.4, 9.4, -7.6], [1.0, 0.4, 0.2], [2.1, -4.1, -0.3], [0.8, -6.7, 1.2], [1.3, -2.5, 1.5], [0.6, -0.3, 0.2], [-2.5, 1.9, -2.8], [-10.4, 8.3, -0.9], [1.9, 1.5, -0.4], [-1.4, 0.8, -1.1], [-0.5, -0.2, -0.1], [0.8, -1.4, 0.7], [-0.5, 1.0, 0.7], [0.2, 0.0, 0.1], [-0.1, 0.4, 0.2], [-7.8, 4.6, -0.2], [0.2, 0.0, 0.6], [0.0, 0.6, 0.2], [2.4, -1.5, -0.2], [0.0, 0.3, 0.1], [-0.7, -0.8, 3.6], [-1.0, -0.7, 1.2], [-5.8, 6.5, 1.1], [5.8, -2.2, 4.5], [0.4, 0.0, -0.3], [-0.3, -0.4, 0.1], [-1.7, 5.5, -0.4], [2.0, -3.1, 2.8], [0.3, -0.2, -0.4], [-1.7, 0.9, 1.2], [1.5, -0.1, 0.4], [-0.3, -0.8, 0.8], [-4.6, 4.7, -2.4], [-2.4, 0.6, 2.3], [-0.4, -0.3, 1.0], [-0.4, 4.4, 0.2], [0.4, -0.7, -0.9], [0.2, -0.3, 0.2], [0.6, -1.4, 0.9], [-3.1, 0.0, 2.2], [0.0, -1.6, -0.5], [0.4, 5.2, -2.8], [0.5, -0.7, -0.1], [-0.2, 0.2, -0.8], [-2.5, -3.5, -1.4], [0.2, 0.0, -0.1], [-1.1, 0.2, -1.2], [0.0, 0.1, 0.4], [-1.7, -0.7, -1.2], [-1.4, -1.4, 1.9], [-0.4, 1.6, -0.9], [-0.2, 0.4, 0.5], [0.3, -0.1, -0.6], [0.1, -2.3, 0.2], [-0.4, 0.1, 0.8], [-0.4, 1.5, 0.3], [0.0, 0.3, 0.0], [-0.2, 0.5, -0.1], [0.3, -0.9, -0.3], [0.7, -0.6, -0.6], [0.1, 0.2, 0.0], [1.1, 0.2, -1.1], [-0.2, -0.1, 0.0]]
}

Sequential E output: -148141.631 -84590.448 eV